108
Properties=species:S:1:pos:R:3 method="wB97M-V/def2-TZVPD" charge=-1 e_above_lowest_kcal_mol=65.53 e_lumo_ev=1.693 homo_energy_ev=-2.7
Ba -0.15 -1.35 -0.96
Te 0.45 -4.53 -2.04
Si -1.37 -1.81 -4.12
Si -2.58 -3.67 -1.38
F 2.15 -3.62 -1.30
F -0.84 -5.78 -2.83
F 1.65 -5.50 -3.20
F 0.70 -5.83 -0.70
F 0.18 -3.05 0.52
O 0.00 -2.22 -3.43
O 4.08 3.30 -5.69
O 7.17 1.50 -1.03
N -0.82 1.07 0.85
N 2.53 -0.24 -0.82
N 0.65 -0.78 2.11
N 1.01 1.72 -2.09
C -1.06 -1.06 -5.83
C -1.74 4.92 2.62
C -0.74 2.56 2.71
C 0.18 0.22 2.86
C 1.29 -1.92 4.11
C 0.86 -0.93 6.43
C -2.81 -3.04 -4.25
C -4.53 -4.01 -5.69
C -1.41 3.55 2.02
C -1.80 3.25 0.71
C 2.12 2.88 -4.38
C -3.18 -5.30 -0.60
C -2.23 -0.39 -3.16
C 0.82 -0.89 4.91
C 5.25 0.18 -0.49
C -0.57 -0.88 6.98
C -1.08 6.01 1.76
C 1.54 -2.19 6.96
C -0.48 1.33 2.11
C -4.58 -4.40 -3.33
C 2.68 3.46 -5.65
C -3.53 -2.40 -0.23
C -5.14 -4.58 -4.59
C 4.61 -0.90 0.12
C 3.14 0.76 -1.44
C 4.50 1.02 -1.29
C 6.72 0.38 -0.28
C 0.28 2.45 -2.93
C -3.38 -3.24 -5.51
C 2.31 1.59 -2.37
C -3.26 5.11 2.62
C 1.64 0.29 6.94
C -1.22 5.05 4.05
C -3.42 -3.64 -3.12
C 2.90 2.15 -3.50
C 0.78 3.05 -4.07
C 1.17 -1.83 2.73
C 0.24 0.20 4.25
C -1.47 2.02 0.18
C 3.25 -1.06 -0.07
H -2.92 -2.79 -6.38
H 1.56 -2.17 8.05
H -0.14 4.94 4.10
H 5.16 -1.61 0.73
H -4.49 -2.84 0.07
H 0.12 3.62 -4.72
H -1.09 0.02 6.67
H -2.34 3.96 0.10
H 2.73 -1.91 0.36
H 2.41 4.53 -5.70
H 3.94 1.97 -3.73
H -1.31 6.99 2.17
H 2.67 0.28 6.56
H 2.57 -2.27 6.61
H 1.69 0.28 8.04
H -1.76 1.77 -0.83
H -1.62 0.51 -3.00
H -3.51 6.09 3.04
H -1.15 -1.74 6.61
H -1.45 5.98 0.73
H 1.18 1.23 6.64
H -2.89 -6.14 -1.24
H 1.73 -2.81 4.53
H -2.68 -5.43 0.37
H -2.68 -0.70 -2.22
H -5.06 -4.88 -2.48
H -3.75 4.34 3.22
H -0.56 -0.92 8.07
H -1.95 -0.60 -6.27
H -3.67 5.06 1.62
H -2.96 -2.23 0.70
H 1.00 -3.09 6.65
H 7.25 -0.53 -0.59
H 8.13 1.57 -0.93
H 1.45 -2.65 2.08
H -3.09 -0.08 -3.77
H 4.40 3.54 -6.56
H 2.20 2.96 -6.50
H -0.77 2.57 -2.68
H -6.03 -5.18 -4.71
H -0.19 1.01 4.82
H 0.00 5.88 1.73
H -0.29 -0.29 -5.71
H 6.92 0.52 0.79
H -4.93 -4.15 -6.69
H 4.97 1.86 -1.77
H -4.26 -5.33 -0.43
H -0.41 2.74 3.72
H -1.68 4.32 4.71
H -3.76 -1.43 -0.67
H -0.68 -1.80 -6.54
H -1.48 6.05 4.43

28
Properties=species:S:1:pos:R:3 method="wB97M-V/def2-TZVPD" charge=-2 e_lumo_ev=3.008 homo_energy_ev=1.1
S -2.85 1.56 -1.06
P -2.54 1.98 4.30
P -2.26 0.34 0.38
O -3.91 2.51 3.84
O -1.59 3.19 4.30
O 3.87 -0.31 -3.21
O -2.59 1.43 5.73
O -2.09 0.85 3.33
N 0.01 0.01 -1.22
N 1.93 -1.24 -2.10
N -0.14 -2.32 -1.36
C 0.66 -1.17 -1.61
C 3.03 0.89 -1.05
C -0.58 -2.00 0.02
C -0.60 -0.42 0.07
B 2.93 -0.22 -2.15
H 4.08 1.18 -0.89
H 3.79 0.45 -3.80
H 2.59 0.56 -0.11
H -0.77 0.21 -1.87
H -1.51 -2.49 0.31
H 2.16 -2.18 -2.40
H -3.10 -0.78 0.49
H -0.99 -2.23 -1.94
H 0.03 -0.12 0.91
H -2.21 0.89 1.74
H 0.20 -2.34 0.69
H 2.47 1.80 -1.31